[1]
Formula: C38H49ClN6O4PTi
Source: OMol25
Level of theory: ωB97M-V/def2-TZVPD

Output
HOMO (alpha / beta) = -7.57 / -9.42 eV
energy relative to the best compared isomer or geometry (same formula, charge and spin) = 0.00 kcal per mole
electronic energy = -102255.850 eV
frontier orbital gap (alpha / beta) = 5.07 / 6.91 eV

```
! RIJCOSX wB97M-V def2-TZVPD def2/J DEFGRID3
* xyz 1 3
Ti 0.370 0.035 -1.928
Cl 5.593 0.585 -6.768
C 4.161 0.232 -5.848
C 2.976 -0.077 -6.518
C 1.831 -0.324 -5.784
C 1.832 -0.255 -4.395
O 0.670 -0.359 -3.740
C 3.063 -0.046 -3.705
C 3.188 -0.202 -2.306
N 2.106 -0.672 -1.560
C 2.125 -2.062 -1.257
C 3.257 -2.791 -0.935
C 3.186 -4.185 -0.862
C 2.028 -4.857 -1.193
C 0.882 -4.142 -1.587
C -0.290 -4.741 -2.162
C -1.242 -3.893 -2.739
C -1.160 -2.525 -2.591
N -0.149 -1.930 -1.878
C 0.922 -2.737 -1.517
C 4.214 0.234 -4.478
H 2.960 -0.108 -7.598
H 0.894 -0.537 -6.282
H 4.174 -0.163 -1.854
H 4.200 -2.287 -0.772
H 4.072 -4.745 -0.596
H 2.010 -5.938 -1.219
H -0.338 -5.812 -2.297
H -2.061 -4.304 -3.315
H -1.896 -1.860 -3.027
H 5.152 0.424 -3.973
C 0.663 2.233 -3.013
C 1.418 2.312 -1.832
C 0.525 2.213 -0.724
C -0.779 2.054 -1.233
C -0.687 1.989 -2.653
C -1.837 1.886 -3.609
C -2.058 2.331 -0.496
C 0.930 2.617 0.662
C 2.846 2.737 -1.701
C 1.118 2.583 -4.392
H -1.558 1.316 -4.498
H -2.163 2.875 -3.940
H -2.696 1.392 -3.152
H -2.845 1.632 -0.775
H -2.399 3.340 -0.747
H -1.895 2.302 0.584
H 1.722 1.983 1.065
H 0.096 2.601 1.362
H 1.319 3.638 0.633
H 3.359 2.194 -0.907
H 2.889 3.802 -1.451
H 3.401 2.590 -2.625
H 0.572 2.030 -5.154
H 2.181 2.411 -4.548
H 0.923 3.647 -4.554
N -4.198 0.754 1.699
C -4.505 -0.325 0.710
P -2.881 -1.188 0.576
O -2.498 -1.336 2.022
O -2.031 -0.500 -0.429
C -3.111 -2.921 0.036
N -1.785 -3.487 0.434
H -3.648 0.339 2.474
H -5.026 1.224 2.067
H -3.564 1.469 1.306
H -4.867 0.118 -0.215
H -5.260 -0.975 1.149
H -3.211 -3.038 -1.040
H -3.897 -3.445 0.576
H -1.724 -4.501 0.322
H -1.588 -3.197 1.402
H -1.051 -3.079 -0.172
C -0.043 0.643 7.317
C -0.923 0.167 6.174
N -1.284 1.229 5.232
C -2.212 2.240 5.748
C -1.519 3.571 5.994
C -1.159 1.112 3.886
O -1.950 1.675 3.115
C -0.016 0.330 3.303
C 1.129 -0.101 3.964
C 2.070 -0.837 3.260
C 1.847 -1.103 1.917
N 0.794 -0.629 1.249
C -0.091 0.073 1.939
H 0.296 -0.209 7.905
H -0.587 1.310 7.985
H 0.832 1.181 6.951
H -1.859 -0.238 6.577
H -0.455 -0.647 5.627
H -2.644 1.848 6.671
H -3.023 2.369 5.033
H -0.739 3.482 6.749
H -2.240 4.314 6.332
H -1.064 3.935 5.073
H 1.309 0.133 5.003
H 2.966 -1.200 3.742
H 2.554 -1.692 1.344
H -0.921 0.465 1.377
*
```

[2]
Formula: C38H49F3HfN7OPS3
Source: OMol25
Level of theory: ωB97M-V/def2-TZVPD

Output
HOMO = -12.82 eV
energy relative to the best compared isomer or geometry (same formula, charge and spin) = 0.00 kcal per mole
electronic energy = -103925.150 eV
frontier orbital gap = 7.67 eV

```
! RIJCOSX wB97M-V def2-TZVPD def2/J DEFGRID3
* xyz 2 1
Hf 0.269 0.582 0.303
C 2.084 0.476 2.956
N 0.618 0.487 2.734
C 0.001 1.652 3.418
C -0.947 2.399 2.537
N -0.959 2.339 1.220
C -1.907 3.297 0.809
C -2.277 3.751 -0.457
C -3.225 4.752 -0.522
C -3.798 5.309 0.631
C -3.419 4.894 1.890
C -2.461 3.890 1.943
N -1.828 3.287 3.022
C 2.583 1.645 2.177
N 1.861 2.114 1.182
C 2.576 3.207 0.681
C 2.268 4.117 -0.331
C 3.182 5.119 -0.579
C 4.376 5.229 0.155
C 4.681 4.351 1.173
C 3.750 3.348 1.418
N 3.707 2.342 2.381
H 2.344 0.546 4.015
H 2.487 -0.455 2.552
H 0.230 -0.368 3.118
H -0.495 1.341 4.340
H 0.789 2.350 3.706
H -1.838 3.340 -1.351
H -3.532 5.125 -1.490
H -4.539 6.090 0.529
H -3.837 5.337 2.784
H -1.978 3.496 3.995
H 1.349 4.041 -0.894
H 2.976 5.847 -1.353
H 5.065 6.029 -0.079
H 5.591 4.445 1.749
H 4.427 2.120 3.049
C -1.508 -2.243 -2.551
N -0.752 -1.232 -3.283
C 0.464 -1.732 -3.930
C -0.983 0.078 -3.111
S -1.592 0.707 -1.593
N -0.869 0.920 -4.136
C -0.841 0.467 -5.531
C -0.970 2.373 -3.966
H -1.561 -3.129 -3.185
H -2.519 -1.887 -2.375
H -1.027 -2.499 -1.612
H 1.034 -2.286 -3.181
H 1.077 -0.909 -4.279
H 0.225 -2.397 -4.761
H -1.157 -0.568 -5.595
H 0.153 0.576 -5.965
H -1.538 1.081 -6.097
H -0.218 2.737 -3.272
H -1.964 2.646 -3.612
H -0.801 2.831 -4.936
C 4.081 1.805 -3.307
O 4.235 0.992 -2.128
C 3.200 0.673 -1.383
S 3.453 -0.230 -0.023
S 1.608 1.163 -1.866
H 5.081 1.901 -3.714
H 3.683 2.782 -3.034
H 3.426 1.313 -4.024
F 4.395 -8.026 -0.261
C 3.107 -7.967 -0.631
F 3.047 -8.307 -1.930
F 2.435 -8.894 0.063
C 2.545 -6.584 -0.414
C 1.316 -6.408 0.203
C 0.810 -5.130 0.367
C 1.533 -4.026 -0.086
C 2.775 -4.215 -0.703
C 3.275 -5.492 -0.867
C 1.017 -2.699 0.065
C 0.563 -1.572 0.175
H 0.760 -7.266 0.553
H -0.150 -4.983 0.844
H 3.340 -3.354 -1.036
H 4.237 -5.644 -1.341
C -4.406 -0.691 0.073
C -3.384 -1.641 0.693
P -2.083 -0.834 1.701
C -3.105 0.047 2.959
C -4.028 -0.817 3.814
C -1.344 -2.209 2.705
C -2.080 -3.549 2.714
H -5.103 -1.255 -0.548
H -3.948 0.073 -0.548
H -5.003 -0.195 0.840
H -2.873 -2.244 -0.057
H -3.911 -2.343 1.341
H -3.691 0.789 2.407
H -2.440 0.626 3.601
H -4.747 -1.365 3.204
H -4.601 -0.193 4.501
H -3.475 -1.540 4.413
H -1.271 -1.839 3.736
H -0.329 -2.364 2.338
H -3.100 -3.462 3.086
H -1.555 -4.256 3.356
H -2.124 -3.979 1.712
*
```

[3]
Formula: C38H49N8O12SSe2Y
Source: OMol25
Level of theory: ωB97M-V/def2-TZVPD

Output
HOMO (alpha / beta) = -0.29 / 0.36 eV
electronic energy = -219261.078 eV
frontier orbital gap (alpha / beta) = 3.57 / 2.91 eV

```
! RIJCOSX wB97M-V def2-TZVPD def2/J DEFGRID3
* xyz -2 1
Y 0.388 0.357 0.302
C 1.898 -8.129 2.814
Se 3.893 -8.673 2.390
C 4.424 -7.338 1.060
C 3.420 -6.332 0.662
Se 4.247 -4.761 -0.115
C 2.997 -3.448 0.808
H 1.995 -7.224 3.423
H 1.561 -8.965 3.420
H 1.361 -8.043 1.915
H 5.016 -7.751 0.196
H 5.196 -6.756 1.558
H 2.850 -6.094 1.537
H 2.773 -6.732 -0.136
H 2.733 -3.777 1.817
H 2.154 -3.138 0.164
H 3.696 -2.661 0.997
C 1.900 3.461 2.363
C 2.795 2.640 1.583
N 2.481 1.640 0.779
C 3.691 1.123 0.224
C 4.729 1.880 0.707
N 4.153 2.853 1.524
C 6.217 1.800 0.424
O 6.442 1.090 -0.676
O 7.059 2.492 0.982
C 3.446 0.055 -0.683
O 4.289 -0.349 -1.516
O 2.232 -0.447 -0.642
H 2.255 4.458 2.566
H 1.580 2.973 3.253
H 1.005 3.774 1.783
H 4.653 3.665 1.951
H 5.771 0.549 -1.141
C -2.212 -5.460 5.110
O -2.280 -4.680 3.820
C -2.152 -3.273 3.766
C -2.890 -2.332 4.469
C -2.831 -1.038 4.095
C -1.727 -0.570 3.238
C -1.552 0.836 2.941
C -2.049 1.850 3.903
O -0.920 1.279 1.865
C -0.812 -1.545 2.695
O 0.256 -1.065 2.082
C -1.126 -2.875 2.876
H -1.975 -6.430 4.768
H -3.178 -5.459 5.621
H -1.410 -5.190 5.755
H -3.626 -2.615 5.244
H -3.556 -0.282 4.447
H -3.091 1.834 4.249
H -1.852 2.808 3.421
H -1.392 1.636 4.746
H -0.476 -3.621 2.439
C 0.227 9.951 -1.082
C 0.819 8.854 -0.182
S 0.047 7.120 -0.232
O 1.162 6.264 0.155
O -1.183 7.090 0.560
C -0.262 6.865 -2.038
C -1.174 5.647 -2.180
N -0.460 4.368 -1.941
C -0.733 3.464 -0.971
N -0.039 2.288 -1.147
C 0.471 2.358 -2.378
C 0.104 3.559 -2.969
N 0.486 4.067 -4.222
O 1.068 3.177 -4.904
O 0.197 5.187 -4.653
C -1.604 3.693 0.135
H 0.059 10.859 -0.474
H -0.688 9.651 -1.541
H 0.954 10.322 -1.883
H 0.854 9.075 0.903
H 1.883 8.666 -0.428
H 0.677 6.741 -2.650
H -0.882 7.706 -2.314
H -1.484 5.495 -3.192
H -2.059 5.783 -1.565
H 1.022 1.532 -2.870
H -2.582 3.164 0.074
H -1.967 4.769 0.099
H -1.124 3.445 1.102
C -1.865 -1.334 -1.687
C -2.807 -0.644 -2.598
C -4.169 -0.693 -2.323
C -5.148 0.044 -2.928
C -4.793 0.723 -4.125
C -3.411 0.737 -4.426
C -2.437 0.163 -3.654
H -4.444 -1.538 -1.658
H -6.211 -0.001 -2.722
H -5.402 1.113 -4.896
H -3.120 1.290 -5.337
H -1.461 0.603 -3.907
C -1.851 -5.985 -3.534
N -1.779 -4.827 -2.567
C -2.238 -3.487 -2.991
C -1.667 -2.747 -1.781
O -1.118 -0.577 -0.909
N -1.030 -3.504 -0.922
C -1.031 -4.771 -1.512
N -0.563 -5.891 -0.945
H -0.879 -6.131 -4.026
H -2.705 -5.776 -4.232
H -2.172 -6.916 -3.054
H -3.333 -3.383 -3.064
H -1.808 -3.013 -3.867
H 0.054 -5.779 -0.174
H -0.852 -6.838 -1.213
*
```

[4]
Formula: C38H49NO2PSSc
Source: OMol25
Level of theory: ωB97M-V/def2-TZVPD

Output
HOMO = -7.68 eV
energy relative to the best compared isomer or geometry (same formula, charge and spin) = 9.84 kcal per mole
electronic energy = -86608.852 eV
frontier orbital gap = 7.22 eV

```
! RIJCOSX wB97M-V def2-TZVPD def2/J DEFGRID3
* xyz 0 1
Sc 11.700 12.487 9.245
N 7.161 6.958 6.960
C 7.864 7.796 7.371
C 8.730 8.798 7.909
C 10.080 8.915 7.530
C 10.836 10.024 7.926
C 10.223 10.969 8.718
C 8.873 10.877 9.050
C 8.071 9.810 8.625
H 10.519 8.081 6.951
H 11.836 10.113 7.532
H 8.367 11.685 9.589
H 7.000 9.748 8.893
C 8.410 14.030 7.406
C 8.801 15.361 8.047
C 8.864 15.320 9.576
C 10.121 15.904 7.552
C 10.239 17.296 7.371
C 11.306 17.834 6.684
C 12.319 17.020 6.225
C 12.301 15.633 6.453
C 13.521 14.886 6.010
C 13.245 13.385 5.721
C 14.676 15.147 7.031
C 11.244 15.092 7.238
O 11.356 13.881 7.799
H 7.443 13.656 7.750
H 9.192 13.257 7.561
H 8.370 14.188 6.362
H 8.026 16.112 7.799
H 9.658 14.692 9.976
H 7.895 14.928 9.954
H 9.005 16.327 10.029
H 9.460 17.965 7.742
H 11.413 18.915 6.610
H 13.138 17.417 5.643
H 13.766 15.411 5.061
H 13.487 12.802 6.609
H 13.951 13.012 4.970
H 12.201 13.221 5.491
H 14.428 14.724 8.002
H 14.738 16.267 7.054
H 15.614 14.687 6.739
C 18.960 7.128 10.332
C 20.356 7.766 10.166
O 21.408 7.147 10.080
S 20.485 9.498 9.754
C 18.902 10.221 9.397
C 18.434 11.220 10.306
C 17.128 11.568 10.268
C 16.272 11.039 9.266
C 16.757 10.116 8.330
C 18.080 9.742 8.399
C 14.894 11.490 9.237
C 13.689 11.856 9.141
H 18.178 7.888 10.513
H 19.019 6.408 11.183
H 18.687 6.563 9.459
H 19.191 11.649 10.974
H 16.637 12.258 10.948
H 16.054 9.711 7.553
H 18.589 9.012 7.757
C 10.012 12.350 14.227
C 10.309 13.024 12.860
C 9.061 12.726 12.003
P 11.841 12.357 12.030
C 13.313 13.292 12.764
C 13.800 14.288 11.726
C 13.041 14.002 14.092
C 12.222 10.583 12.455
C 11.082 9.641 12.033
C 12.690 10.365 13.881
H 9.207 12.962 14.703
H 10.885 12.459 14.936
H 9.738 11.300 14.115
H 10.358 14.121 12.970
H 8.803 11.641 12.076
H 9.194 13.016 10.946
H 8.226 13.319 12.434
H 14.070 12.549 12.905
H 13.043 15.109 11.593
H 14.013 13.821 10.777
H 14.753 14.793 12.066
H 12.234 14.702 14.021
H 13.845 14.634 14.442
H 12.776 13.302 14.928
H 13.012 10.440 11.771
H 10.229 9.675 12.755
H 11.412 8.598 11.969
H 10.677 9.918 11.021
H 12.153 11.049 14.587
H 13.795 10.554 13.950
H 12.512 9.356 14.192
*
```

- electronic energy of number 2 (C38H49F3HfN7OPS3)?
  -103925.150 eV